A molecular structure, C2H8CdClO2. Source: OMol25; level of theory: ωB97M-V with the def2-TZVPD basis set.

The geometry in XYZ format:
```
14
Properties=species:S:1:pos:R:3:forces:R:3
Cd -5.161700 -2.019135 -3.976527 0.649 0.622 1.241
Cl -3.543829 -0.502924 -0.887197 -0.658 -0.620 -1.248
C 1.357851 -3.713827 0.616978 -1.804 -0.619 1.682
O 0.367443 -3.323671 1.631012 0.721 0.676 -0.195
H 1.891764 -4.459193 1.206439 0.354 -0.157 -0.719
H 0.698091 -4.164219 -0.124621 0.988 -0.205 -0.695
H 2.046088 -2.946902 0.261641 -0.366 0.219 0.016
H -0.368739 -2.872829 1.211038 0.114 0.087 -0.089
C 0.795334 4.133219 0.155525 -0.773 0.481 -0.322
O -0.297593 4.001529 -0.748001 -0.625 -0.450 -0.048
H 1.533997 4.581587 -0.508882 0.705 -0.392 0.750
H 0.533496 4.822437 0.958354 0.112 0.258 0.019
H 1.002304 3.181039 0.643996 0.712 -0.020 -0.366
H -0.854506 3.282889 -0.439755 -0.131 0.120 -0.025
```
Positions in Å, forces in eV/Å.

Output
Charge: +1
HOMO in eV: -11.94
LUMO in Ha: -0.3863
Gap between HOMO and LUMO in eV: 1.4